{"formula": "C6H13O2S", "method": "ωB97M-V/def2-TZVPD", "charge": -1, "e_tot_ha": -784.97885, "orbital_gap_ev": 7.0, "elements": ["C", "C", "C", "C", "C", "C", "O", "O", "S", "H", "H", "H", "H", "H", "H", "H", "H", "H", "H", "H", "H", "H"], "xyz": [[0.26823, 0.64707, 1.29211], [-0.39467, 1.79892, 1.08826], [1.49119, 0.61414, 2.14415], [0.82505, -2.00511, -1.35338], [-0.24410, 0.27349, -1.74201], [-0.38799, -1.05336, -1.03404], [0.24482, -1.92609, 1.49124], [-2.77765, 1.44933, -0.22734], [-0.65649, -0.82043, 0.87813], [-1.28514, 1.68446, 0.52600], [-3.61945, 1.08536, -0.29139], [-0.01968, 2.71136, 1.46433], [1.52891, -0.38725, 2.63499], [1.44907, 1.36850, 2.89971], [2.30296, 0.76487, 1.47987], [0.34742, -3.00264, -1.07008], [1.08974, -1.88970, -2.38081], [1.76467, -1.69882, -0.84269], [0.27217, 1.12068, -1.10394], [-1.17766, 0.67744, -1.79263], [0.31041, 0.18689, -2.73084], [-1.33182, -1.59911, -1.32965]], "mulliken_charge": [0.672, -0.984, -1.297, -1.265, -1.211, 0.388, -0.733, -0.982, 0.466, 0.343, 0.088, 0.256, 0.325, 0.396, 0.264, 0.300, 0.464, 0.241, 0.237, 0.380, 0.322, 0.330]}